No. 1
{
  "formula": "CH3N3S2",
  "method": "the ωB97M-V functional and the def2-TZVPD basis",
  "total_energy_ha": -1000.4182,
  "de_lowest_ev": 1.698,
  "homo_lumo_gap_ev": [6.6581, 6.6638],
  "charge": 0,
  "symbols": ["C", "N", "N", "N", "S", "S", "H", "H", "H"],
  "coordinates": [[-2.19200, 0.39957, 0.16531], [-1.21366, 1.31234, 0.14908], [0.84001, -0.30718, -0.05974], [2.13458, -0.71186, -0.07425], [-2.17085, -1.25155, -0.09323], [0.34852, 1.18474, -0.15063], [-3.05121, 1.01155, 0.34994], [2.43247, -1.54190, -0.49511], [2.87215, -0.09570, 0.20862]]
}

No. 2
{
  "formula": "C6H13O2",
  "method": "the ωB97M-V functional and the def2-TZVPD basis",
  "total_energy_ha": -386.9230,
  "de_lowest_ev": 0.994,
  "homo_lumo_gap_ev": 7.4104,
  "charge": -1,
  "symbols": ["C", "C", "C", "H", "H", "H", "H", "H", "H", "H", "H", "C", "C", "C", "O", "O", "H", "H", "H", "H", "H"],
  "coordinates": [[0.69937, 0.92963, 1.14292], [1.22589, 1.48398, 2.44189], [0.43041, 1.99355, 0.02530], [1.35065, 0.19785, 0.66771], [-0.30705, 0.54420, 1.31613], [1.84204, 0.72013, 2.94758], [0.91920, 2.95788, 0.24021], [0.50955, 1.88889, 3.15105], [2.08901, 2.17726, 2.40099], [0.93155, 1.60622, -0.86900], [-0.59075, 2.28418, -0.18469], [-0.75297, -1.37589, -0.66595], [-1.80821, -2.32390, -1.28265], [0.17041, -1.05279, -1.92502], [-0.45160, -0.42246, -2.81689], [1.34704, -1.44607, -1.89200], [-1.19944, -0.46218, -0.29815], [-0.17565, -1.98012, 0.02460], [-1.29598, -3.09881, -1.87610], [-2.45306, -1.78329, -1.95898], [-2.48041, -2.83825, -0.58896]]
}

No. 3
{
  "formula": "C8H37InN16O11P",
  "method": "the ωB97M-V functional and the def2-TZVPD basis",
  "total_energy_ha": -2562.5839,
  "homo_lumo_gap_ev": 5.7661,
  "charge": -1,
  "symbols": ["O", "P", "O", "O", "In", "H", "H", "H", "H", "H", "C", "O", "N", "N", "H", "H", "H", "H", "C", "O", "N", "N", "H", "H", "H", "H", "C", "O", "N", "N", "H", "H", "H", "H", "C", "O", "N", "N", "H", "H", "H", "H", "C", "O", "N", "N", "H", "H", "H", "H", "C", "O", "N", "N", "H", "H", "H", "H", "C", "O", "N", "N", "H", "H", "H", "H", "C", "O", "N", "N", "H", "H", "H", "H"],
  "coordinates": [[4.33909, 2.28905, -0.78758], [3.68317, 1.70441, -2.12115], [4.22940, 0.05858, -2.30112], [4.06092, 2.72073, -3.49904], [1.10742, 1.63128, -1.92095], [4.25753, -0.29849, -1.35408], [3.92394, 3.65373, -3.15786], [0.29608, 2.43693, -3.33373], [0.73411, 2.67838, -0.47550], [0.48820, -0.05225, -1.65595], [-0.21544, -1.85121, -5.16419], [-0.95094, -1.89272, -4.19060], [1.11160, -1.65397, -5.06539], [-0.66621, -1.99908, -6.42299], [1.73334, -1.61672, -5.85535], [1.49192, -1.53799, -4.13521], [-1.65948, -2.14972, -6.54179], [-0.07618, -1.96797, -7.23732], [4.34389, -0.29116, 1.93599], [3.40760, -0.29579, 1.15248], [4.19992, -0.57472, 3.24311], [5.60345, -0.00216, 1.56232], [4.95875, -0.57602, 3.90354], [3.26754, -0.79788, 3.56593], [5.75555, 0.21708, 0.58652], [6.38746, 0.00680, 2.19279], [-1.71705, 4.33845, 0.43321], [-0.67252, 4.42208, -0.19330], [-2.07998, 3.22612, 1.09706], [-2.59858, 5.35121, 0.51585], [-2.93585, 3.13830, 1.61837], [-1.44434, 2.44001, 1.06055], [-2.36370, 6.20704, 0.03029], [-3.46384, 5.30137, 1.02682], [-4.17358, -2.89085, -7.96758], [-3.25221, -3.61616, -7.62764], [-4.45655, -1.73334, -7.34326], [-4.98832, -3.18421, -8.99703], [-5.21084, -1.12290, -7.60860], [-3.86714, -1.47505, -6.56273], [-4.80984, -4.04692, -9.49429], [-5.75223, -2.59965, -9.29195], [-2.94374, 1.71612, 4.32199], [-3.63194, 2.02553, 3.36219], [-1.95302, 0.80938, 4.24454], [-3.11449, 2.25432, 5.54298], [-1.37572, 0.54164, 5.02366], [-1.79107, 0.38014, 3.34295], [-3.84993, 2.94146, 5.64467], [-2.55790, 2.01235, 6.34541], [0.44445, -4.15215, -1.41094], [1.38100, -3.70199, -2.05186], [-0.83931, -3.94207, -1.75373], [0.61242, -4.89866, -0.30453], [-1.62378, -4.30442, -1.23865], [-1.00988, -3.38497, -2.58071], [1.56349, -5.08066, -0.01173], [-0.14619, -5.27812, 0.23655], [-5.77107, -1.64963, 4.56176], [-6.05167, -2.83783, 4.56449], [-4.63037, -1.17042, 5.08983], [-6.57746, -0.71317, 4.03034], [-4.38186, -0.19565, 5.09700], [-3.99507, -1.84222, 5.50024], [-7.44658, -1.03161, 3.62215], [-6.36374, 0.26990, 4.01859], [6.63458, 1.70147, 5.14922], [6.35398, 0.51328, 5.15195], [7.77528, 2.18068, 5.67730], [5.82818, 2.63793, 4.61780], [8.02379, 3.15545, 5.68446], [8.41058, 1.50888, 6.08770], [4.95906, 2.31949, 4.20961], [6.04190, 3.62100, 4.60606]]
}